A cluster of 11 separate species, C32H73Cl6O22P3 in total, computed with ωB97M-V/def2-TZVPD.

Element x y z (Å)
Cl  9.06  -3.54  -33.85
Cl  6.49  -0.41  -31.49
Cl  2.89  -8.06  -33.42
Cl  7.09  -5.68  -34.01
Cl  4.53  -6.65  -31.52
Cl  5.29  2.21  -32.03
P  0.70  -0.41  -29.33
P  5.52  -10.27  -25.41
P  6.79  -5.36  -28.42
O  6.96  -11.53  -32.95
O  4.60  -10.97  -26.51
O  5.85  -8.86  -26.07
O  12.26  -8.17  -27.76
O  0.77  -1.67  -30.07
O  4.47  -9.87  -24.27
O  13.17  -5.63  -30.73
O  0.90  -5.43  -27.97
O  7.22  -5.89  -29.86
O  1.92  0.60  -29.48
O  7.85  -5.63  -27.44
O  11.50  -4.36  -29.91
O  7.93  -2.70  -25.15
O  -1.12  -6.38  -27.78
O  6.48  -3.81  -28.70
O  11.01  -8.40  -29.61
O  5.40  -6.10  -28.15
O  0.56  -0.65  -27.74
O  5.71  -3.04  -25.09
O  -0.48  0.61  -29.68
O  7.26  -9.93  -31.41
O  6.65  -11.06  -24.94
C  4.68  -5.82  -26.95
C  1.90  -4.37  -29.89
C  12.07  -8.48  -29.04
C  9.21  -0.75  -25.66
C  12.41  -4.71  -30.83
C  6.52  1.01  -32.53
C  11.66  -4.84  -28.58
C  7.14  -4.66  -24.14
C  6.34  -9.26  -33.45
C  11.72  -7.24  -25.68
C  6.41  -11.15  -29.48
C  0.42  0.46  -26.86
C  7.83  -1.33  -25.59
C  0.30  -6.38  -25.89
C  3.26  -9.20  -24.58
C  11.14  -7.93  -26.89
C  6.92  -10.37  -32.62
C  3.26  0.24  -29.78
C  7.57  -4.20  -33.12
C  -1.78  0.09  -29.85
C  10.67  -4.10  -27.71
C  12.31  -3.86  -32.07
C  6.84  -3.37  -24.85
C  3.94  -12.21  -26.16
C  0.80  -5.27  -29.38
C  7.19  -8.40  -26.13
C  3.55  -6.47  -32.98
C  7.61  -10.84  -30.36
C  13.30  -8.94  -29.74
C  5.45  -3.51  -29.63
C  7.88  -7.15  -30.07
C  -0.06  -6.04  -27.32
H  9.68  -0.73  -24.67
H  4.14  -12.47  -25.12
H  2.42  -9.77  -24.19
H  12.99  -9.71  -30.45
H  7.47  1.54  -32.44
H  7.67  -4.58  -23.19
H  7.92  -9.21  -26.09
H  2.88  -12.08  -26.34
H  10.90  -6.91  -25.03
H  7.47  -7.57  -30.99
H  1.76  -4.14  -30.95
H  5.94  -10.25  -29.10
H  -2.47  0.62  -29.18
H  7.81  -4.52  -32.11
H  13.06  -3.08  -32.19
H  4.21  -6.07  -33.75
H  5.26  -9.35  -33.51
H  3.12  -8.97  -25.64
H  10.63  -8.87  -26.68
H  3.43  0.39  -30.85
H  -2.15  0.24  -30.86
H  1.13  -5.79  -25.51
H  12.30  -4.51  -32.94
H  9.70  -3.92  -28.17
H  -1.92  -0.95  -29.54
H  -0.55  -6.23  -25.23
H  13.77  -8.11  -30.27
H  -0.15  -4.87  -29.75
H  4.74  -2.81  -29.18
H  12.29  -6.35  -25.95
H  6.33  0.72  -33.55
H  7.45  -1.43  -26.61
H  6.79  -11.65  -28.58
H  9.19  0.29  -25.99
H  7.34  -7.91  -27.10
H  12.38  -7.85  -25.07
H  11.07  -3.12  -27.42
H  7.78  -5.28  -24.77
H  3.30  -8.21  -24.11
H  6.20  -5.19  -23.97
H  10.43  -7.27  -27.39
H  2.72  -5.82  -32.70
H  -0.41  0.26  -26.17
H  6.55  -8.30  -32.99
H  9.85  -1.31  -26.35
H  1.27  0.50  -26.19
H  3.49  -0.78  -29.47
H  4.51  -6.72  -26.37
H  11.34  -3.36  -32.10
H  14.00  -9.48  -29.10
H  3.67  -5.43  -27.13
H  2.86  -4.91  -29.90
H  11.40  -5.90  -28.57
H  10.53  -4.62  -26.76
H  0.50  -7.45  -25.78
H  3.93  0.93  -29.29
H  4.93  -4.39  -30.00
H  8.25  -11.64  -30.73
H  2.02  -3.47  -29.29
H  7.53  -7.67  -25.39
H  5.21  -5.07  -26.36
H  12.68  -4.74  -28.19
H  7.73  -7.87  -29.27
H  5.69  -11.81  -29.96
H  4.38  -12.98  -26.79
H  5.88  -3.04  -30.51
H  8.94  -6.96  -30.17
H  6.74  -9.30  -34.47
H  0.22  1.38  -27.40
H  0.85  -6.27  -29.83
H  8.33  -10.26  -29.76
H  7.07  -0.78  -25.04
H  6.78  -3.46  -33.13

Highest occupied orbital energy   -10.0 eV
Strongest force on any atom   2.00 eV/A
LUMO   0.18 eV
SMILES string   COP(=O)(OC)OC.COP(=O)(OC)OC.COP(=O)(OC)OC.CCOC(C)=O.CCOC(C)=O.CCOC(C)=O.CCOC(C)=O.CCOC(C)=O.ClCCl.ClCCl.ClCCl

***

A cluster of 12 separate species, C102H225BrN4O6P4 in total, computed with ωB97M-V/def2-TZVPD.

Element x y z (Å)
Br  -8.87  12.02  25.61
P  -18.78  20.09  29.11
P  -9.58  20.88  26.67
P  -4.26  10.97  25.43
P  -17.13  11.57  24.76
O  -14.11  9.80  26.99
O  -11.37  15.46  31.97
O  -11.82  16.73  30.21
O  -10.18  9.40  33.40
O  -9.72  11.12  32.14
O  -13.12  8.62  28.57
N  -10.92  12.78  29.03
N  -11.12  7.44  24.89
N  -11.49  12.60  35.27
N  -12.23  7.11  32.06
C  -9.92  18.47  25.25
C  -11.48  6.88  33.39
C  -2.77  14.20  23.07
C  -14.21  12.45  32.51
C  -14.83  4.75  30.50
C  -11.11  11.72  36.43
C  -13.45  13.03  23.32
C  -11.79  16.48  31.45
C  -21.38  15.34  29.05
C  -2.88  9.81  25.11
C  -15.89  12.39  23.77
C  -16.17  12.56  27.25
C  -8.01  17.24  29.22
C  -9.91  6.82  25.57
C  -5.71  10.27  24.67
C  -10.48  6.05  26.74
C  -11.11  7.02  31.02
C  -9.33  19.89  25.20
C  -13.02  12.98  33.28
C  -9.14  23.22  25.18
C  -9.93  24.46  25.58
C  -10.50  12.62  37.54
C  -9.77  6.91  31.80
C  -14.42  12.22  24.19
C  -11.58  13.73  37.49
C  -20.32  17.73  29.00
C  -12.02  6.02  26.58
C  -12.72  13.40  27.60
C  -5.38  12.41  27.59
C  -7.81  9.91  32.88
C  -18.49  23.07  32.88
C  -19.90  10.84  24.89
C  -16.52  12.52  28.72
C  -9.49  17.59  24.14
C  -11.63  14.46  27.36
C  -12.80  8.46  31.92
C  -12.11  13.79  36.05
C  -15.53  8.67  28.48
C  -18.36  21.34  30.28
C  -11.92  12.23  28.12
C  -21.80  11.30  26.51
C  -16.56  9.96  25.14
C  -11.42  8.77  25.52
C  -4.51  11.19  27.22
C  -5.94  10.28  23.15
C  -8.87  18.31  29.88
C  -13.28  6.03  31.94
C  -6.69  11.65  21.09
C  -9.35  10.14  32.81
C  -11.37  12.87  30.41
C  -10.48  25.27  24.44
C  -8.72  22.41  26.39
C  -10.03  16.16  24.21
C  -12.45  17.48  32.43
C  -15.90  19.89  28.90
C  -13.93  23.03  26.91
C  -10.93  7.67  23.38
C  -3.00  12.74  23.45
C  -14.87  17.61  29.46
C  -17.34  12.51  26.27
C  -20.96  11.82  25.37
C  -16.01  6.70  23.24
C  -9.93  8.98  21.59
C  -21.15  16.63  29.80
C  -16.29  7.64  24.41
C  -3.79  12.66  24.80
C  -8.78  19.90  27.93
C  -13.63  21.80  26.01
C  -10.28  6.06  32.94
C  -17.57  21.89  32.61
C  -17.33  21.56  24.17
C  -17.26  19.12  28.96
C  -1.65  7.64  25.29
C  -18.59  21.41  25.04
C  -8.69  9.64  29.35
C  -5.94  13.85  29.58
C  -14.14  9.03  27.95
C  -20.04  19.08  29.89
C  -12.17  21.53  25.72
C  -14.14  6.06  30.70
C  -17.29  13.73  29.12
C  -12.53  12.00  34.31
C  -11.97  12.74  23.69
C  -9.74  8.53  23.05
C  -1.33  7.32  23.87
C  -9.98  10.44  29.22
C  -12.20  6.49  25.18
C  -10.24  12.94  34.54
C  -16.75  8.97  23.96
C  -2.99  8.34  25.59
C  -14.71  18.93  28.59
C  -4.05  14.77  22.41
C  -18.16  21.22  26.50
C  -11.33  21.17  26.96
C  -9.73  19.12  28.83
C  -18.76  11.55  24.00
C  -18.20  20.83  31.74
C  -6.47  11.62  22.61
C  -5.21  12.60  29.11
C  -9.68  11.93  29.04
C  -19.30  20.72  27.44
C  -10.57  14.22  28.45
H  -5.67  11.71  29.53
H  -2.25  7.15  23.38
H  -17.16  9.57  25.99
H  -11.45  11.85  30.80
H  -5.76  11.52  20.61
H  -17.34  20.51  26.47
H  -16.20  13.43  23.57
H  -8.33  18.95  30.55
H  -22.36  10.37  26.26
H  -12.71  5.13  31.94
H  -11.08  16.22  24.48
H  -16.33  9.27  22.99
H  -15.58  13.45  27.02
H  -18.22  12.05  26.74
H  -14.12  11.18  24.12
H  -11.21  7.79  30.23
H  -10.58  9.46  25.37
H  -9.41  6.10  24.87
H  -15.61  4.52  31.28
H  -17.31  18.44  28.10
H  -17.80  13.73  30.08
H  -2.83  9.90  24.04
H  -19.51  10.22  25.69
H  -9.20  12.03  28.06
H  -13.85  17.17  29.47
H  -17.83  8.89  23.72
H  -10.47  10.01  28.37
H  -9.29  25.04  26.24
H  -10.14  8.12  20.95
H  -5.82  12.40  22.93
H  -4.16  12.63  29.43
H  -17.62  21.95  23.22
H  -17.04  11.57  28.94
H  -13.42  13.70  28.39
H  -22.05  17.13  30.17
H  -7.50  9.36  32.00
H  -2.05  12.19  23.60
H  -10.37  13.80  33.81
H  -1.90  10.26  25.46
H  -21.73  14.51  29.65
H  -15.86  20.79  28.26
H  -16.86  6.43  22.67
H  -19.16  20.61  32.16
H  -11.25  13.04  22.93
H  -9.57  25.62  23.92
H  -13.31  23.88  26.60
H  -11.01  18.57  25.21
H  -15.18  17.83  30.49
H  -11.19  14.70  37.82
H  -10.64  5.07  32.67
H  -15.00  23.27  26.93
H  -13.13  8.56  30.88
H  -4.25  14.27  21.45
H  -12.44  5.00  26.70
H  -6.39  12.20  27.25
H  -11.42  11.79  27.23
H  -12.09  11.30  36.76
H  -5.52  9.23  24.97
H  -0.75  6.42  23.78
H  -13.65  12.82  22.29
H  -12.03  11.13  33.86
H  -18.64  11.27  22.94
H  -10.73  10.31  30.01
H  -3.86  15.84  22.17
H  -9.03  12.37  29.80
H  -15.43  4.78  29.60
H  -8.76  8.12  23.23
H  -19.13  22.10  30.24
H  -15.52  11.70  27.20
H  -14.19  3.87  30.39
H  -12.05  6.38  34.15
H  -11.35  21.97  27.67
H  -10.85  9.59  21.54
H  -9.05  9.56  21.29
H  -17.45  21.86  29.96
H  -21.22  11.10  27.42
H  -12.10  20.70  25.01
H  -9.84  15.66  23.25
H  -16.92  7.09  25.13
H  -15.29  7.17  22.58
H  -12.06  9.14  32.35
H  -8.13  10.19  30.12
H  -10.07  5.03  26.83
H  -12.02  15.46  27.56
H  -8.23  23.53  24.67
H  -10.28  18.39  28.26
H  -16.84  20.60  23.92
H  -8.22  19.84  25.16
H  -13.80  19.49  28.78
H  -18.09  13.95  28.47
H  -8.76  8.55  29.61
H  -17.68  13.51  25.89
H  -13.26  13.93  33.79
H  -11.77  20.29  27.46
H  -19.97  21.52  27.65
H  -13.63  22.76  27.89
H  -9.19  7.61  25.79
H  -0.81  8.11  23.33
H  -11.53  8.60  26.58
H  -4.69  13.33  24.80
H  -19.36  17.26  28.75
H  -3.20  8.31  26.69
H  -12.24  13.27  32.60
H  -15.33  7.81  24.88
H  -20.45  12.69  25.81
H  -19.42  22.97  32.30
H  -21.60  12.17  24.53
H  -10.45  10.97  36.01
H  -5.84  13.94  30.63
H  -16.57  22.24  24.56
H  -16.65  22.37  32.23
H  -15.50  16.87  29.00
H  -9.01  6.48  31.18
H  -9.50  12.96  37.34
H  -6.64  10.70  25.13
H  -10.69  15.03  29.20
H  -14.12  21.91  25.04
H  -11.85  22.45  25.25
H  -9.65  17.83  30.47
H  -19.82  19.91  26.98
H  -10.42  19.80  29.35
H  -13.15  6.99  24.86
H  -8.16  20.51  28.59
H  -17.62  19.88  31.76
H  -10.34  6.59  27.71
H  -12.43  13.51  38.16
H  -15.57  12.48  29.26
H  -20.45  15.06  28.57
H  -10.47  12.09  38.47
H  -6.99  13.87  29.30
H  -13.85  6.04  32.87
H  -7.70  9.33  33.84
H  -6.68  9.49  22.99
H  -0.87  8.25  25.78
H  -9.42  7.85  32.15
H  -15.59  5.77  23.61
H  -12.27  13.44  30.47
H  -11.18  6.08  30.45
H  -14.06  20.89  26.44
H  -9.70  20.39  24.29
H  -20.83  18.00  28.07
H  -9.71  22.64  24.45
H  -11.17  7.88  33.61
H  -19.04  12.60  24.09
H  -7.29  10.86  32.86
H  -12.57  11.51  28.58
H  -13.71  8.60  32.51
H  -9.90  18.00  23.17
H  -3.09  13.07  25.52
H  -9.45  13.24  35.25
H  -11.64  13.17  24.63
H  -17.27  18.40  29.83
H  -13.59  6.29  29.78
H  -13.70  14.10  23.40
H  -8.11  19.21  27.43
H  -20.52  16.51  30.71
H  -13.15  13.45  36.09
H  -11.92  14.69  35.49
H  -3.49  12.19  22.67
H  -5.01  13.31  27.07
H  -7.15  17.59  28.65
H  -11.76  11.64  23.76
H  -14.76  18.72  27.52
H  -12.38  9.23  25.17
H  -5.09  9.90  22.56
H  -15.95  11.86  22.81
H  -22.15  15.51  28.29
H  -9.62  6.00  33.81
H  -1.94  14.32  22.36
H  -8.39  17.51  24.06
H  -14.58  13.27  31.84
H  -4.91  10.21  27.55
H  -9.69  17.96  26.17
H  -2.54  14.78  23.94
H  -17.20  21.43  33.52
H  -13.08  17.03  33.20
H  -1.64  6.67  25.84
H  -11.22  14.40  26.37
H  -11.72  18.22  32.85
H  -19.50  18.84  30.82
H  -12.17  5.64  24.50
H  -11.03  24.64  23.73
H  -10.90  6.65  23.02
H  -5.49  14.73  29.12
H  -7.29  10.82  20.76
H  -13.13  13.17  26.62
H  -14.90  6.80  30.91
H  -7.44  11.74  23.11
H  -15.74  20.26  29.94
H  -8.59  16.76  28.41
H  -15.50  8.80  29.58
H  -15.06  12.21  33.19
H  -14.26  12.38  25.28
H  -20.43  10.11  24.27
H  -15.52  10.14  25.57
H  -10.80  24.18  26.21
H  -7.15  12.59  20.76
H  -18.09  24.07  32.78
H  -13.37  11.72  34.94
H  -11.84  8.26  23.09
H  -9.82  12.09  33.99
H  -3.49  11.30  27.57
H  -13.99  11.52  32.01
H  -19.19  22.33  24.95
H  -11.04  26.15  24.75
H  -20.92  19.68  30.14
H  -16.63  14.62  29.22
H  -15.89  7.64  28.37
H  -3.83  7.72  25.20
H  -7.70  22.02  26.35
H  -9.51  14.13  28.14
H  -22.59  12.05  26.65
H  -10.64  13.50  30.91
H  -17.80  22.17  26.87
H  -7.73  16.55  30.00
H  -18.93  23.00  33.89
H  -16.32  9.38  28.17
H  -19.25  20.60  24.75
H  -13.16  18.07  31.85
H  -4.96  14.73  23.02
H  -9.78  9.40  23.69
H  -8.13  9.71  28.40
H  -12.53  6.64  27.31
H  -9.43  15.56  24.91
H  -8.88  22.92  27.34

Highest occupied orbital energy   -13.7 eV
Strongest force on any atom   2.59 eV/A
Net charge   +4
LUMO   -5.89 eV

***

Q: Among the records above, which one has the highest LUMO?
A: C32H73Cl6O22P3